Record 1
Formula: C4H7ClS
Source: the OMol25 dataset
Level of theory: ωB97M-V/def2-TZVPD

```
13
C4H7ClS (ωB97M-V/def2-TZVPD)
C -0.60899 0.00982 1.19828
H -1.53686 0.73010 0.94071
H -0.26133 -0.45706 -2.27746
H -0.97497 -0.99665 1.44459
H 1.84678 -1.27467 1.20224
C -0.36538 0.03190 -1.31628
H 1.48101 0.64993 -1.23367
S 1.07565 -1.77132 0.26796
H 0.07005 0.39900 2.04787
C 0.61660 0.83806 -0.72012
C 0.26610 -0.31243 0.04910
Cl -2.09420 0.28076 -1.27663
H 0.48555 1.87255 -0.32658
```

Properties
- Net charge: 0
- Kohn-Sham gap: 10.2 eV
- LUMO: 0.83 eV
- Highest occupied orbital energy: -9.3 eV

Atom charges from the Mulliken analysis, given in e for atoms 1 to 2:
1 C -1.240
2 H 0.353

Record 2
Formula: C19H21ClN4O4S
Source: the OMol25 dataset
Level of theory: ωB97M-V/def2-TZVPD

```
50
C19H21ClN4O4S (ωB97M-V/def2-TZVPD)
C -2.11770 -6.14691 -0.75382
H 2.64897 5.18227 1.71982
C 5.31763 4.75027 2.15979
O 6.48352 5.35400 -0.18629
H 6.31326 4.25843 2.27454
C -0.59595 2.62982 -0.33124
H -3.22082 -3.17929 -1.92139
O -0.90590 -1.18830 3.42550
H -1.63640 2.92380 -0.12791
N 0.04237 2.29648 0.95879
H 0.32627 0.70853 2.34015
C -1.27732 -1.26289 1.11060
H 4.11248 4.21689 -0.85273
H 0.35379 1.29006 -1.69278
H 3.77583 3.42257 2.90156
C -1.31930 -1.02619 -1.20719
C -1.47213 -1.98076 -0.18978
H -0.53396 -6.47596 0.67801
C 4.19932 3.74511 1.92976
C -1.41668 -1.75074 2.46603
C -2.87659 -5.22854 -1.47576
S 5.32510 5.73897 0.62725
H -1.29651 1.45612 2.39882
N 2.10939 3.54955 0.65329
H 4.61173 2.87975 1.40276
C 1.17283 2.91946 1.45752
O 1.34382 2.97068 2.67287
C 3.15516 4.45061 1.11302
N -1.00669 0.18344 -0.57722
H -2.33030 -7.20497 -0.90232
H -2.56605 -3.38357 2.02526
H 1.90056 3.55523 -0.33231
H 3.29983 5.72878 -0.60585
C -0.62536 1.40970 -1.25102
H -2.34116 -3.08265 3.75816
N -2.16198 -2.83835 2.77778
C -2.63347 -3.86520 -1.31483
H -0.13642 -3.99267 0.98682
C -0.91301 0.02172 0.79597
C -0.88842 -4.36076 0.27616
H -3.65240 -5.58014 -2.18947
H -0.10875 3.45660 -0.79703
C -1.68336 -3.41610 -0.39146
C -0.46431 1.13506 1.72146
O 5.06139 7.17118 0.85545
Cl -1.42359 -1.28520 -2.94193
C -1.17520 -5.72477 0.18052
H -1.26482 1.67291 -2.08659
C 3.88021 4.98662 -0.10458
H 5.06994 5.36822 3.02466
```

Properties
- Net charge: 0
- Kohn-Sham gap: 8.6 eV
- LUMO: 0.13 eV
- Highest occupied orbital energy: -8.5 eV

Atom charges from the Mulliken analysis, given in e for atoms 1 to 2:
1 C -0.266
2 H 0.232

Record 3
Formula: C22H22O10
Source: the OMol25 dataset
Level of theory: ωB97M-V/def2-TZVPD

```
54
C22H22O10 (ωB97M-V/def2-TZVPD)
H 0.68586 -4.41461 2.95696
H 0.62172 -2.19297 2.23010
H -5.15202 6.47825 -0.75598
H -0.82071 -1.66287 0.25993
H -7.30063 3.38739 -2.75906
H 2.97548 2.54743 -1.77455
O 2.75211 0.98538 -0.42498
H 0.73492 -3.04053 -0.20186
H 2.91531 -1.77618 2.76476
O 0.76904 -4.23998 2.00798
C 1.40372 0.85037 -0.40016
C -3.23980 2.26814 -0.83157
H 2.75308 -4.21170 4.04284
O -2.65189 0.02818 -0.19696
H 2.70712 -5.23226 1.68545
C -1.33366 0.32974 -0.27472
C -5.23095 5.44569 -1.07038
C 2.63333 -2.83227 2.70595
H 4.62372 -5.16164 -0.12422
H 4.70371 -3.46560 2.57507
C 0.93110 -0.45215 -0.07142
C 0.49335 1.84731 -0.66156
O -1.46213 3.81724 -1.19002
C -4.22482 4.55224 -0.75872
C 3.76105 -3.65362 2.05052
O 2.40035 -3.30740 4.01009
H 4.36482 2.12253 -0.74300
C -0.42271 -0.69622 -0.00041
C -1.83251 2.69043 -0.90410
O 2.65465 -3.48832 -0.09540
C -0.88586 1.60448 -0.60822
C 1.33240 -2.95666 1.87896
O 3.49181 -5.02358 2.21877
O -7.35609 5.87382 -2.11807
C -6.43679 3.69847 -2.19343
H -4.55007 0.64077 -0.38304
H 2.98527 3.01453 -0.05127
H 4.15919 -2.19833 0.49835
H -7.15692 6.76154 -1.79648
C -4.31095 3.22042 -1.15403
H 4.23607 -3.62441 -1.88300
H 5.90754 -4.01134 0.33322
C 3.28354 2.24482 -0.76947
C 1.60751 -2.71741 0.38217
C 3.89702 -3.26081 0.57589
O 1.91448 -1.36075 0.15567
C -3.53349 0.99647 -0.48167
C 4.93875 -4.10983 -0.16005
O 5.11136 -3.68252 -1.48072
H 0.79439 2.84941 -0.92131
H -5.50161 1.78896 -2.22051
C -6.34447 5.02749 -1.78874
C -5.43055 2.81087 -1.87884
H -3.36514 4.89158 -0.20474
```

Properties
- Net charge: 0
- Kohn-Sham gap: 8.5 eV
- LUMO: 0.29 eV
- Highest occupied orbital energy: -8.2 eV

Atom charges from the Mulliken analysis, given in e for atoms 1 to 2:
1 H 0.458
2 H 0.490

Record 4
Formula: C5H9ClN2O3PS
Source: the OMol25 dataset
Level of theory: ωB97M-V/def2-TZVPD

```
22
C5H9ClN2O3PS (ωB97M-V/def2-TZVPD)
P 0.29975 0.42823 0.69759
H -2.51551 -1.54715 0.02554
H -1.83530 1.17424 1.68082
N -0.89616 0.66661 1.99122
C -1.70392 -1.34268 -0.76136
N -0.74016 -0.40325 4.09984
H 3.23080 -0.13025 -1.51043
H -1.02359 -2.17553 -0.42873
O -0.10158 0.55030 -2.94090
C 0.01060 0.14742 -1.81212
Cl -2.08613 1.45840 -0.62842
C -0.66564 0.11255 3.07925
C 2.31056 -0.12343 -2.18349
H 1.26622 2.54390 0.75789
H 2.18196 0.71935 -2.91687
H -0.38855 -0.59473 5.08207
O 0.62828 1.95354 0.32201
S 1.62852 -0.52396 1.82579
O 1.24428 -0.14436 -1.24639
H -1.98681 -1.76853 -1.77499
C -0.99976 0.00563 -0.67973
H 2.14213 -1.00631 -2.67859
```

Properties
- Net charge: +1
- Kohn-Sham gap: 9.5 eV
- LUMO: -3.61 eV
- Highest occupied orbital energy: -13.1 eV

Atom charges from the Mulliken analysis, given in e for atoms 1 to 2:
1 P 0.720
2 H 0.348

Record 5
Formula: C28H33NO6SSr
Source: the OMol25 dataset
Level of theory: ωB97M-V/def2-TZVPD

```
70
C28H33NO6SSr (ωB97M-V/def2-TZVPD)
H 2.95104 0.43553 1.31732
C 2.09307 2.97865 3.54050
C 3.68746 -0.98112 2.40922
H 1.16774 -4.39332 1.69697
C -1.84676 1.76480 -3.53090
H 0.74382 0.85882 4.57881
H -1.51574 -0.90349 -1.56466
H 1.98087 -3.15800 -4.25312
C -0.46026 1.75671 -3.61513
C 0.11248 -3.36846 -3.21914
C -1.18847 2.47500 1.67047
C 0.78111 -3.38504 1.88023
H 3.38109 -3.06561 2.75129
O -1.10800 -2.05863 1.28252
H 2.29712 3.93343 3.05728
H 0.54316 -3.28209 2.94064
H -0.03086 3.25151 -6.60638
C -0.76455 -1.38737 -2.17647
H 2.19808 -2.01269 3.53879
C 1.32774 -1.29996 -3.41213
Sr 0.30120 -0.28317 0.80558
C -2.57536 2.31178 -4.57162
H -1.69363 2.92393 0.82670
C -4.12772 1.03254 2.99154
C 0.04545 2.98986 2.06777
H -1.41911 -0.06537 3.87122
H 4.35177 -1.13556 1.55591
C -3.57497 1.20812 0.55070
C 2.75757 -2.16721 2.61219
O -0.97646 -4.12499 0.41737
C -0.55835 -3.21085 1.10931
H -3.65598 2.33004 -4.52404
H -4.29658 2.10704 3.09600
C -1.91927 2.83887 -5.68013
H 4.32163 -0.90632 3.29574
H 3.24479 -3.37750 0.35409
H -2.49459 3.26470 -6.49174
C 3.00799 -1.42515 -0.52805
H -1.68504 -3.31062 -2.03911
C -1.74661 1.37888 2.31419
C -1.02126 0.81270 3.37386
H 0.03618 -4.42911 -3.41801
O 3.00350 0.26354 2.27418
H 2.12321 3.13449 4.61990
H 2.20979 -0.75195 -3.71696
H 1.28881 2.29401 -4.73819
H 1.68061 -3.10217 -0.41277
O 2.38099 -0.31015 -0.34655
C 0.20621 2.29149 -4.70348
H 2.88985 2.27940 3.28356
O -0.36278 1.20505 -1.05827
H -2.82085 1.07356 -0.22829
C 0.19945 1.32971 3.76849
O 3.97479 -1.59311 -1.24854
H -2.32985 1.35959 -2.65167
S 0.51420 1.06095 -2.29651
H -4.45890 0.63374 0.27147
N 1.78905 -2.36009 1.53897
C 0.75913 2.43580 3.11961
H -3.85974 2.26366 0.55302
H -3.82427 0.64775 3.96555
H -5.07779 0.56557 2.72791
C 0.33304 -0.69214 -2.66516
C 1.20477 -2.65414 -3.69277
H -2.90808 -0.32606 1.87162
H 0.45757 3.83720 1.53243
C -0.53620 2.83044 -5.74766
C -0.86562 -2.74358 -2.45787
C 2.43140 -2.65005 0.24505
C -3.07408 0.75622 1.91736
```

Properties
- Net charge: 0
- Kohn-Sham gap: 9.1 eV
- LUMO: 0.19 eV
- Highest occupied orbital energy: -8.9 eV

Atom charges from the Mulliken analysis, given in e for atoms 1 to 2:
1 H 0.432
2 C -1.540

Record 6
Formula: C23H29GeN2O2PtSe
Source: the OMol25 dataset
Level of theory: ωB97M-V/def2-TZVPD

```
59
C23H29GeN2O2PtSe (ωB97M-V/def2-TZVPD)
C -1.22074 -4.87659 2.48598
H -0.54233 -5.55005 1.95971
C 0.97717 -2.54835 2.54263
H 5.28190 -2.26570 0.70270
H 1.68194 -3.20700 2.03271
H 1.19916 -1.52333 2.23501
C 4.27778 -0.58939 1.59606
H 1.75680 2.83004 -2.50559
C -2.02588 2.59048 -4.78188
O -0.91815 2.99669 1.29852
C -0.28258 3.01853 -3.16668
C 1.04453 3.60919 -2.78745
H -1.10573 -5.04203 3.55867
C 0.46095 1.18228 -0.74845
C 2.37180 0.30203 0.37529
C 2.54546 -0.70047 -0.62509
C -2.12270 -1.85537 2.95647
C 3.23482 0.32840 1.46418
C -0.78767 3.12701 -4.45692
C -1.04491 2.35369 -2.21135
H -3.94659 0.60616 -1.87526
H -2.40874 2.67762 -5.79162
C 3.61813 -1.60326 -0.47912
C -2.77391 1.94433 -3.80956
H 1.68254 -1.50147 -2.44191
H -1.23086 0.38887 4.98026
H 1.46420 4.17758 -3.61822
H 4.92976 -0.54422 2.45933
H -3.74441 1.52793 -4.05621
Se -1.68313 0.00603 2.51500
C -3.10326 1.14343 -1.44007
H -3.13644 -2.05303 2.60510
H -2.08934 -2.90973 -0.19022
C -1.05702 -2.73183 0.11928
H 0.93136 4.27181 -1.92785
N -0.52452 2.19306 -0.88274
H 3.08569 1.10148 2.21828
C 0.57060 0.21250 -1.72188
O -1.79171 4.01166 -0.46222
Ge -0.84358 -3.00916 2.03093
C 4.47054 -1.55279 0.61451
C 1.60780 -0.73854 -1.67727
C -1.07767 3.15110 0.03620
H -0.13542 0.19899 -2.53805
H -0.78531 -1.70626 -0.13764
H -0.20550 3.64501 -5.21102
C -0.59529 0.30986 4.09955
H -3.48462 1.88454 -0.73307
N 1.33540 1.22536 0.29731
H -0.03180 1.25927 4.00287
H -2.11779 -1.97758 4.04043
H 0.13874 -0.48348 4.21460
H -0.40544 -3.40443 -0.44035
H 3.75621 -2.36203 -1.24233
C -2.29248 1.81782 -2.51080
H -2.49203 0.43940 -0.87152
H 1.13389 -2.64226 3.61886
Pt 0.69444 1.97942 2.07608
H -2.24408 -5.13327 2.20579
```

Properties
- Net charge: -1
- Kohn-Sham gap (spin up / spin down): 4.1 / 7.0 eV
- LUMO (spin up / spin down): 2.31 / 2.35 eV
- Multiplicity: 3
- Highest occupied orbital energy (spin up / spin down): -1.8 / -4.7 eV

Atom charges from the Mulliken analysis, given in e for atoms 1 to 2:
1 C -1.186
2 H 0.346

Calculated ΔE to the lowest compared entry with this formula, charge and spin (kJ/mol), listed in the same order as above: 167.9 0.4 32.4 137.4 49.7 43.8
Calculated molar mass (g mol⁻¹), listed in the same order as above: 122.620 436.921 446.408 243.632 599.260 712.145
Calculated electronic energy (a.u.), listed in the same order as above: -1014.90491 -2115.00151 -1603.92491 -1730.60904 -2022.01447 -5751.48876